{"formula": "C63H159N27O8P8", "method": "ωB97M-V/def2-TZVPD", "lumo_energy_ev": 0.48, "homo_ev": -8.055, "homo_lumo_gap_ev": 8.5393, "smiles": "CN(C)P(=O)(N(C)C)N(C)C.CN(C)P(=O)(N(C)C)N(C)C.CN(C)P(=O)(N(C)C)N(C)C.CN(C)P(=O)(N(C)C)N(C)C.CN(C)P(=O)(N(C)C)N(C)C.CN(C)P(=O)(N(C)C)N(C)C.CN(C)P(=O)(N(C)C)N(C)C.CN(C)P(=O)(N(C)C)N(C)C.c1ccncc1.c1ccncc1.c1ccncc1", "energy_ha": -7307.27953, "spin_multiplicity": 1, "elements": ["O", "P", "N", "C", "C", "N", "C", "C", "N", "C", "C", "H", "H", "H", "H", "H", "H", "H", "H", "H", "H", "H", "H", "H", "H", "H", "H", "H", "H", "O", "P", "N", "C", "C", "N", "C", "C", "N", "C", "C", "H", "H", "H", "H", "H", "H", "H", "H", "H", "H", "H", "H", "H", "H", "H", "H", "H", "H", "O", "P", "N", "C", "C", "N", "C", "C", "N", "C", "C", "H", "H", "H", "H", "H", "H", "H", "H", "H", "H", "H", "H", "H", "H", "H", "H", "H", "H", "O", "P", "N", "C", "C", "N", "C", "C", "N", "C", "C", "H", "H", "H", "H", "H", "H", "H", "H", "H", "H", "H", "H", "H", "H", "H", "H", "H", "H", "O", "P", "N", "C", "C", "N", "C", "C", "N", "C", "C", "H", "H", "H", "H", "H", "H", "H", "H", "H", "H", "H", "H", "H", "H", "H", "H", "H", "H", "O", "P", "N", "C", "C", "N", "C", "C", "N", "C", "C", "H", "H", "H", "H", "H", "H", "H", "H", "H", "H", "H", "H", "H", "H", "H", "H", "H", "H", "O", "P", "N", "C", "C", "N", "C", "C", "N", "C", "C", "H", "H", "H", "H", "H", "H", "H", "H", "H", "H", "H", "H", "H", "H", "H", "H", "H", "H", "O", "P", "N", "C", "C", "N", "C", "C", "N", "C", "C", "H", "H", "H", "H", "H", "H", "H", "H", "H", "H", "H", "H", "H", "H", "H", "H", "H", "H", "N", "C", "C", "C", "C", "C", "H", "H", "H", "H", "H", "N", "C", "C", "C", "C", "C", "H", "H", "H", "H", "H", "N", "C", "C", "C", "C", "C", "H", "H", "H", "H", "H"], "xyz": [[-4.043637, 5.169503, 1.882241], [-3.044977, 5.808275, 0.975347], [-1.679825, 4.888110, 0.573656], [-0.866779, 4.355010, 1.658800], [-1.805806, 4.050246, -0.611006], [-2.384895, 7.266200, 1.490834], [-1.057776, 7.709208, 1.158698], [-3.295788, 8.302067, 1.948220], [-3.836717, 6.262982, -0.423831], [-4.835290, 5.323559, -0.971493], [-3.296626, 7.209145, -1.413350], [-0.549449, 5.236480, 2.188350], [0.068102, 3.972990, 1.278225], [-1.499716, 3.584499, 2.232679], [-2.304573, 4.526231, -1.432521], [-2.355695, 3.161366, -0.449459], [-0.851075, 3.648251, -0.918597], [-0.555738, 8.076079, 2.041626], [-0.462416, 6.861024, 0.785877], [-1.141336, 8.591117, 0.507402], [-3.262924, 9.144401, 1.283152], [-4.317030, 7.894782, 1.720610], [-3.088778, 8.703414, 2.881428], [-4.655384, 4.312858, -0.639713], [-5.829647, 5.477233, -0.546931], [-4.924237, 5.371539, -2.054045], [-4.083915, 7.855285, -1.729794], [-2.740021, 6.767930, -2.208247], [-2.646888, 7.890198, -0.892187], [4.183290, -0.178333, 4.698357], [4.195922, 0.880249, 3.683030], [4.948294, 0.309466, 2.347292], [5.487401, -1.066231, 2.410282], [4.841776, 0.992942, 1.035027], [5.036284, 2.341936, 3.914126], [4.572034, 3.363262, 4.775847], [6.450511, 2.322183, 3.812427], [2.637289, 1.520900, 3.349480], [2.478683, 2.829891, 2.725652], [1.473435, 0.828983, 3.941040], [5.309949, -1.477543, 1.449933], [5.033200, -1.666640, 3.196101], [6.558557, -1.111812, 2.642972], [5.703603, 1.674561, 0.889303], [3.864783, 1.421373, 1.009335], [4.856892, 0.174551, 0.285187], [5.036526, 3.410935, 5.738410], [4.769512, 4.302830, 4.266425], [3.468866, 3.119234, 4.867071], [6.792746, 3.319293, 3.442748], [6.978409, 2.133462, 4.776627], [6.711689, 1.615008, 3.013883], [2.060791, 3.487123, 3.489394], [3.383899, 3.135542, 2.309593], [1.813109, 2.774030, 1.856144], [1.773710, -0.167010, 4.168709], [0.683792, 0.834163, 3.226745], [1.320377, 1.242634, 4.926842], [1.611256, 2.656209, -2.515487], [2.566131, 3.614638, -3.225603], [4.184602, 3.403636, -2.981607], [4.650483, 2.110728, -3.255311], [4.563510, 3.813125, -1.660319], [2.189766, 5.164519, -2.716491], [2.950880, 6.240890, -3.193700], [1.585992, 5.321412, -1.393853], [2.367641, 3.657292, -4.859718], [3.450533, 3.670355, -5.861047], [1.052076, 3.967822, -5.356383], [4.115041, 1.293046, -2.760062], [5.767506, 2.006397, -3.156422], [4.536266, 1.954329, -4.301824], [4.223977, 4.836741, -1.447171], [5.631850, 3.861057, -1.498659], [4.113622, 3.127019, -0.940746], [3.266565, 6.015513, -4.214088], [2.341121, 7.174496, -3.207237], [3.820650, 6.465502, -2.633460], [0.922559, 6.210698, -1.378498], [1.121888, 4.430562, -1.105018], [2.448607, 5.555222, -0.689210], [4.345986, 3.904895, -5.267674], [3.509795, 2.667059, -6.281064], [3.257793, 4.454580, -6.584711], [0.276571, 3.191934, -4.981541], [0.947762, 3.870663, -6.414639], [0.672253, 4.983254, -5.069906], [0.674571, -8.084028, -0.784899], [0.488121, -6.851083, 0.000513], [-0.005039, -7.139413, 1.560931], [0.488670, -8.262679, 2.268115], [-0.400158, -5.988029, 2.424596], [-0.613687, -5.844291, -0.648957], [-1.818986, -6.385201, -1.250542], [-0.738483, -4.376548, -0.674443], [1.903166, -5.846930, 0.100645], [2.323728, -5.278152, -1.121208], [2.987068, -6.061851, 1.068407], [1.524914, -8.179831, 2.737159], [0.498660, -9.141349, 1.557820], [-0.134994, -8.623287, 3.108769], [-1.307899, -5.419708, 2.066782], [0.454339, -5.281794, 2.418549], [-0.488689, -6.330422, 3.474324], [-2.100121, -5.999683, -2.219570], [-1.797103, -7.471356, -1.365313], [-2.706501, -6.163669, -0.651872], [0.112123, -3.865828, -0.279407], [-1.138657, -4.106285, -1.676860], [-1.555424, -4.116274, 0.012373], [2.450377, -4.171912, -1.082265], [3.335179, -5.649397, -1.433758], [1.544282, -5.442911, -1.892673], [3.353491, -5.091452, 1.436685], [3.758555, -6.626570, 0.612835], [2.653310, -6.553264, 1.973279], [0.065910, -3.169815, 4.357789], [0.840762, -3.547127, 5.605883], [0.167394, -4.900830, 6.239967], [-1.205977, -5.282711, 6.139347], [0.971421, -5.816312, 7.067336], [0.742466, -2.414233, 6.896857], [-0.582322, -2.251746, 7.436986], [1.348978, -1.127610, 6.627291], [2.464976, -3.798307, 5.444902], [2.976123, -4.105345, 4.112388], [3.499785, -3.319078, 6.338479], [-1.630386, -5.505815, 7.106848], [-1.305244, -6.245696, 5.468872], [-1.835570, -4.474235, 5.788646], [2.058046, -5.604798, 6.957929], [0.800421, -6.845710, 6.737880], [0.782883, -5.673890, 8.125695], [-1.062758, -1.490655, 6.821396], [-1.124647, -3.154250, 7.279809], [-0.509744, -1.878773, 8.509316], [2.277135, -1.220909, 6.028828], [0.562675, -0.480445, 6.169828], [1.756530, -0.710803, 7.511141], [2.273035, -3.820837, 3.374223], [3.819102, -3.488269, 3.924353], [3.272592, -5.201867, 3.945211], [3.983807, -2.362704, 6.080656], [4.350276, -4.025830, 6.375772], [3.191899, -3.222957, 7.358827], [-3.862013, 0.340846, -6.123409], [-2.482506, 0.690802, -5.704725], [-1.328394, -0.080032, -6.596135], [0.070309, 0.317801, -6.476081], [-1.527973, -1.368417, -7.259511], [-2.295705, 0.353636, -4.028756], [-1.224125, 0.917676, -3.177787], [-2.925458, -0.791902, -3.387516], [-2.092810, 2.312765, -5.891085], [-1.930101, 2.929063, -7.233750], [-2.440226, 3.223022, -4.801732], [0.614373, -0.650679, -6.095107], [0.260905, 1.111156, -5.741072], [0.508088, 0.565105, -7.443977], [-2.657600, -1.432019, -7.349402], [-1.116633, -2.255547, -6.665280], [-1.103257, -1.286544, -8.254991], [-1.536681, 1.708886, -2.575481], [-0.820532, 0.138694, -2.491923], [-0.342674, 1.090270, -3.640490], [-3.664350, -1.243473, -4.049505], [-2.199928, -1.608002, -3.257807], [-3.299539, -0.488065, -2.389992], [-2.464088, 3.875449, -7.307559], [-0.866982, 3.136789, -7.460812], [-2.264229, 2.278671, -8.029733], [-1.792641, 3.096034, -3.922678], [-3.494660, 3.234834, -4.580025], [-2.168707, 4.276734, -4.992591], [-3.760154, 1.262548, -0.044598], [-5.148432, 0.741286, -0.270061], [-5.431168, 0.620405, -1.867424], [-4.965932, 1.780195, -2.624864], [-6.708852, 0.179977, -2.395269], [-6.267140, 1.536121, 0.554844], [-5.852253, 2.601668, 1.479309], [-7.682375, 1.346039, 0.438003], [-5.391236, -0.799004, 0.268463], [-4.538580, -1.853523, -0.270981], [-5.895335, -1.059614, 1.609883], [-4.986996, 1.528482, -3.665700], [-3.978072, 2.092214, -2.369288], [-5.642650, 2.645528, -2.575565], [-6.650701, -0.024834, -3.462953], [-7.473558, 0.913663, -2.131230], [-7.070148, -0.688827, -1.892811], [-6.345254, 3.508273, 1.227894], [-6.150601, 2.387037, 2.520645], [-4.748857, 2.786172, 1.379427], [-8.195554, 1.186090, 1.395147], [-8.202946, 2.076113, -0.148033], [-7.789968, 0.351166, -0.095493], [-4.985980, -2.864863, -0.235502], [-4.354510, -1.697145, -1.356834], [-3.636776, -2.045179, 0.351793], [-6.212154, -2.106990, 1.628758], [-6.775927, -0.462270, 1.874511], [-5.147124, -0.958713, 2.380355], [3.580557, -0.244341, -5.757428], [3.551006, -1.539119, -5.002071], [2.543412, -1.747753, -3.677653], [1.143149, -1.960598, -3.882382], [2.913143, -1.274376, -2.322863], [5.107873, -1.739507, -4.355171], [5.406233, -3.035318, -3.682135], [6.245966, -1.198260, -5.211978], [3.228593, -2.800086, -6.025455], [3.601660, -2.596058, -7.394671], [3.149386, -4.212528, -5.739863], [0.890930, -2.379051, -4.912115], [0.597665, -1.070545, -3.815132], [0.710383, -2.608464, -3.136483], [2.292010, -0.444884, -1.986866], [4.006452, -0.938876, -2.425224], [2.710587, -2.075631, -1.591611], [6.162009, -2.895898, -2.796294], [4.510078, -3.297427, -3.198589], [5.709547, -3.798356, -4.427200], [6.110300, -0.183060, -5.500077], [7.108604, -1.253961, -4.553693], [6.309732, -1.676315, -6.195935], [4.622567, -3.011629, -7.612234], [2.926055, -3.099691, -8.046997], [3.437800, -1.569527, -7.618854], [3.867233, -4.796114, -6.262834], [2.169149, -4.531740, -6.203351], [3.208602, -4.364746, -4.649911], [-1.404233, 1.231128, 5.971813], [-1.713437, 2.563976, 6.263509], [-2.582683, 3.238670, 5.472851], [-3.257927, 2.637344, 4.404820], [-2.933798, 1.357943, 4.112184], [-2.026343, 0.677068, 4.950445], [-1.173313, 3.055269, 7.047206], [-2.795296, 4.256474, 5.699514], [-3.809346, 3.400521, 3.829210], [-3.370710, 0.746842, 3.379877], [-1.697727, -0.318199, 4.758351], [-5.890261, -4.148635, 3.950933], [-5.235203, -4.560385, 2.845233], [-3.881494, -4.426176, 2.720247], [-3.149314, -3.908025, 3.765864], [-3.869112, -3.449110, 4.863267], [-5.240633, -3.574734, 4.920938], [-5.779001, -5.026064, 2.031715], [-3.329873, -4.775682, 1.796519], [-2.100353, -3.860923, 3.687136], [-3.332471, -3.132610, 5.783236], [-5.817074, -3.374781, 5.868638], [1.971430, 0.071214, 0.546944], [0.785656, 0.432170, -0.033746], [-0.382150, -0.248944, 0.220110], [-0.363729, -1.321500, 1.112963], [0.807325, -1.689561, 1.728899], [1.961619, -0.990412, 1.364303], [0.840251, 1.322639, -0.657829], [-1.342007, 0.195792, -0.116153], [-1.226702, -1.858195, 1.357895], [0.786859, -2.420284, 2.572922], [2.904168, -1.050220, 1.806812]], "atomic_forces_ev_per_a": [[0.85, 0.38, -0.30], [0.02, 0.41, -0.01], [-0.74, 0.77, -0.79], [-1.54, -0.42, 0.08], [0.40, -0.40, 0.21], [-0.07, -0.93, 0.41], [0.11, -0.02, 0.20], [-1.45, -1.60, -2.88], [-0.06, -0.63, -1.04], [-0.50, 0.09, 0.85], [-0.14, 0.03, 2.08], [-0.15, 0.02, 1.22], [0.04, -0.66, -0.35], [1.45, 1.04, -0.33], [0.07, 0.65, -0.41], [-1.04, -1.13, 0.61], [0.62, 0.43, -0.23], [0.26, 0.13, 0.57], [-0.27, 0.71, -0.35], [0.41, -0.35, -0.43], [0.36, 0.70, -0.74], [0.61, 0.51, 1.24], [0.07, 0.15, 2.20], [0.53, -0.53, -0.25], [-0.12, 0.59, -0.08], [0.31, 0.03, -0.07], [-0.76, 0.18, -0.80], [0.22, -0.52, -0.82], [0.55, 0.15, 0.21], [-0.24, -0.35, 0.93], [-1.24, 2.37, -0.70], [0.15, -0.88, -0.27], [0.35, 0.92, 0.52], [1.14, -1.57, 0.81], [-0.02, -1.84, -0.03], [-2.45, -0.16, -0.43], [1.39, 0.56, -0.82], [1.96, -1.09, 0.12], [-2.06, -1.48, 0.48], [1.99, 0.92, 0.00], [-0.05, -0.84, -0.91], [-0.38, 0.22, -0.17], [0.06, 0.28, -0.27], [-0.58, -0.10, -0.13], [-0.35, 0.68, -0.45], [0.02, 0.74, 0.10], [0.38, -0.28, 0.80], [-0.39, 0.50, 0.12], [1.23, 1.09, 0.46], [-0.10, -0.45, 0.32], [-0.27, -0.15, -0.59], [0.38, 0.00, 0.59], [0.03, 0.63, -0.40], [1.58, 0.87, -0.14], [-0.34, -0.16, 0.22], [0.09, -0.92, -0.26], [-1.01, 0.14, -0.14], [-1.02, 0.52, 0.13], [1.65, 1.24, -1.01], [-3.22, -0.73, 0.62], [0.15, 1.37, 0.36], [1.79, -2.02, -1.19], [-0.37, 1.03, 1.25], [-0.93, -1.62, 0.80], [-0.83, 1.47, -1.46], [2.24, 2.32, -0.03], [0.43, 0.25, -0.61], [-0.08, -0.19, 1.66], [-2.43, -0.94, 1.53], [0.18, 0.16, 0.34], [-1.01, 0.25, 0.52], [-0.35, -0.61, -0.97], [-0.03, -0.45, -0.01], [0.40, -0.39, -0.34], [0.12, 0.03, 0.46], [0.01, 0.22, -0.06], [0.29, -0.50, -0.12], [1.17, 0.19, 0.88], [0.09, -0.61, -0.06], [-0.82, -1.12, 0.42], [-1.11, -0.20, -0.20], [0.09, -0.09, -0.76], [0.27, 0.14, -0.46], [0.08, -0.02, -0.25], [1.15, 1.31, -0.26], [0.55, 0.01, -0.82], [0.42, -0.66, -0.09], [-0.17, -0.12, 0.29], [1.87, 0.38, 0.27], [-0.81, 1.17, 0.67], [1.17, -2.80, 0.33], [0.86, 0.48, -0.51], [-1.00, 1.38, -1.29], [-0.70, -1.31, 0.50], [-1.25, -1.02, 0.43], [-1.64, -0.98, 1.27], [0.71, 1.05, -1.53], [-1.45, 1.08, 0.32], [-0.93, 0.18, -0.68], [0.31, 0.91, 0.70], [-0.21, 0.65, -0.43], [0.91, -0.95, 0.38], [-0.54, 0.08, 0.20], [-0.33, 0.15, -0.73], [0.64, 0.49, -0.56], [0.33, 0.11, 0.16], [0.00, 0.06, 0.44], [0.79, 0.33, -0.36], [0.93, 0.28, 0.47], [-0.10, 0.15, 0.04], [-0.09, -0.37, 0.27], [-0.86, -0.10, -0.08], [0.75, -0.12, 0.15], [0.18, -0.10, -0.42], [1.05, -0.58, -0.35], [-0.30, -0.35, -0.06], [1.05, -0.38, 1.22], [-1.39, 1.64, 0.16], [1.17, -1.11, 0.66], [-0.45, -1.53, -1.36], [0.83, 0.64, -0.52], [1.12, -1.47, -1.18], [0.41, 1.25, 0.63], [0.15, -0.03, -1.36], [0.18, 0.37, -0.55], [0.17, -1.71, 0.35], [1.46, -0.22, 0.39], [0.06, -0.40, 0.57], [-0.16, 1.78, 1.14], [0.29, -0.18, -0.55], [-0.77, -0.12, -0.21], [-0.10, 0.04, 0.25], [-0.43, -0.24, 0.29], [-0.50, 0.30, 0.30], [-0.54, -0.65, 0.70], [-0.40, -0.69, -1.21], [-0.90, 0.08, -0.26], [0.98, -0.02, 0.27], [-0.13, 0.72, 1.32], [-0.94, -0.01, -0.79], [1.02, 0.46, -0.09], [-0.43, 1.41, 0.48], [-0.52, -0.10, -0.45], [-0.45, -0.12, -0.21], [-0.65, -0.01, 0.50], [0.37, -0.44, 0.06], [-0.77, -0.04, 1.08], [0.61, 0.42, -0.22], [0.97, -2.47, 1.01], [-1.75, 0.24, 0.95], [0.82, 1.08, -0.56], [-1.53, -3.30, 0.75], [0.25, -0.18, -0.28], [0.34, 0.37, 0.19], [0.72, -0.41, 0.48], [1.07, 1.07, 0.16], [-0.49, 1.99, -0.72], [-0.22, -0.23, -0.38], [0.00, 0.14, -0.04], [1.34, -0.44, -0.05], [-0.39, 1.14, -0.81], [0.20, -0.41, -0.14], [-0.55, 1.41, 0.96], [-0.84, 0.12, -0.09], [2.55, 1.47, -2.14], [-0.52, 0.43, 0.24], [0.24, 0.12, 0.25], [-0.01, -0.25, -0.79], [-0.18, -0.11, 0.17], [-0.30, -0.03, 0.27], [-0.33, -0.29, -0.04], [-0.66, -0.54, -0.05], [-0.41, -0.22, 0.38], [-0.16, -0.37, -0.84], [-0.88, -0.02, -0.18], [2.58, -1.12, 0.88], [-0.14, 0.54, -1.22], [-0.70, 0.25, -0.50], [-0.34, 0.31, 0.46], [-0.59, 2.39, 1.44], [1.10, -0.42, 0.09], [-0.12, -2.84, -0.64], [-0.22, -1.01, -0.23], [0.02, -0.99, -0.18], [-0.52, -0.64, -0.32], [0.26, -0.41, -0.73], [0.62, 0.01, 0.38], [-0.10, 0.01, 0.49], [0.03, 0.21, 0.00], [-0.17, 0.33, -0.79], [0.15, -1.01, 0.32], [-0.45, 0.98, -0.36], [0.31, -0.25, -0.26], [-1.18, -0.29, 0.35], [0.28, 0.37, 0.06], [-0.21, 0.75, -0.23], [-0.33, 1.10, 0.57], [-0.63, 0.49, 0.11], [0.29, 0.13, 1.04], [0.05, 0.71, -0.59], [-0.05, 0.06, 0.09], [0.42, -0.05, -0.18], [0.46, 0.21, 0.40], [-0.51, -0.95, 0.55], [1.18, 1.12, 0.48], [1.13, -0.18, -0.40], [-0.49, -1.41, -1.61], [1.06, 0.17, -0.91], [0.68, 0.11, -0.37], [1.73, 1.61, 0.19], [-1.31, -0.88, 1.00], [0.14, 0.04, -0.14], [0.61, -0.24, -0.32], [-2.34, 0.43, 0.73], [0.62, 0.28, 1.33], [-0.83, 1.68, 0.11], [0.07, -0.60, 0.38], [0.07, 0.29, -0.36], [-1.61, -0.67, 0.79], [0.55, 0.13, -0.20], [-0.95, -0.27, -1.93], [-1.15, -0.79, 0.56], [0.10, 0.19, 0.67], [-0.54, 0.98, 0.35], [0.41, -0.29, -0.50], [0.45, -0.66, 0.40], [-0.60, 0.71, 0.06], [-0.70, -0.84, -0.49], [0.67, 0.92, -0.36], [1.17, -0.31, -0.27], [0.68, -0.20, 0.96], [-0.34, -0.36, -0.57], [-0.20, 1.90, 1.00], [0.58, -2.68, -1.26], [-0.50, 0.18, 0.24], [0.51, 2.17, -0.05], [0.34, -1.30, 0.95], [0.24, 1.38, 0.34], [0.19, -0.11, 0.45], [-0.09, 0.73, 0.07], [-0.28, -1.19, -0.20], [-0.64, -0.26, -1.35], [-0.15, -0.84, -0.41], [-1.42, -0.83, -1.84], [-0.49, 0.42, 0.66], [1.41, -0.59, -1.59], [-1.51, 0.52, 0.24], [1.63, 0.20, 1.40], [0.01, -0.33, 1.35], [-0.41, 0.05, 0.23], [-0.91, 0.35, 1.07], [1.20, 0.22, 0.25], [-0.41, 0.16, -0.83], [0.67, 0.15, -1.17], [-1.51, -0.22, -0.88], [1.41, -0.22, 0.81], [-1.20, 0.62, 0.14], [0.90, 0.67, -0.48], [0.79, -0.53, 0.60], [-1.25, 1.45, -0.60], [-0.12, -0.14, -0.08], [0.59, -0.64, -0.04], [-1.45, -0.50, 0.33], [0.12, 0.55, -0.99], [1.30, -1.04, 1.03]], "lowdin_charge": [-0.2888, 0.5545, -0.2929, -0.0833, -0.1018, -0.3167, -0.1310, -0.0986, -0.2801, -0.1076, -0.0808, 0.0643, 0.0529, 0.1139, 0.0643, 0.0407, 0.0624, 0.0761, 0.0644, 0.0790, 0.0682, 0.0988, 0.0588, 0.0429, 0.0796, 0.0820, 0.0791, 0.0693, 0.0510, -0.2794, 0.5514, -0.3150, -0.0942, -0.0907, -0.3351, -0.1293, -0.1368, -0.2767, -0.1232, -0.0831, 0.0578, 0.0480, 0.0825, 0.0838, 0.0218, 0.0822, 0.0759, 0.0884, 0.0879, 0.0933, 0.0965, 0.0683, 0.0837, 0.0487, 0.0641, 0.0363, 0.0756, 0.0744, -0.3020, 0.5650, -0.3036, -0.1390, -0.1098, -0.3192, -0.1405, -0.0911, -0.2913, -0.0815, -0.1226, 0.0773, 0.1191, 0.0418, 0.0570, 0.0917, 0.0835, 0.0825, 0.1027, 0.0611, 0.0907, 0.0210, 0.0944, 0.0720, 0.0766, 0.0814, 0.0769, 0.0560, 0.0945, -0.2831, 0.5109, -0.2999, -0.1670, -0.0600, -0.2906, -0.1156, -0.0898, -0.2917, -0.1661, -0.0893, 0.0850, 0.0943, 0.0821, 0.0662, 0.0663, 0.0673, 0.0768, 0.0842, 0.0756, 0.0542, 0.0905, 0.0592, 0.0621, 0.0948, 0.0858, 0.0787, 0.0710, 0.0474, -0.3102, 0.5861, -0.3125, -0.1348, -0.0830, -0.2976, -0.1075, -0.1246, -0.2793, -0.0913, -0.1297, 0.0825, 0.1166, 0.0201, 0.0764, 0.0834, 0.0793, 0.0583, 0.0382, 0.1174, 0.0508, 0.0647, 0.0790, 0.0309, 0.0579, 0.1078, 0.0714, 0.0937, 0.0729, -0.3101, 0.5314, -0.3248, -0.1063, -0.1014, -0.2470, -0.1129, -0.1190, -0.2758, -0.0832, -0.1271, 0.0802, 0.0582, 0.0817, 0.0893, 0.0935, 0.0729, 0.0435, 0.0760, 0.0155, 0.0819, 0.0730, 0.0508, 0.0811, 0.0617, 0.0745, 0.0534, 0.0699, 0.0866, -0.2943, 0.4554, -0.2805, -0.1163, -0.1008, -0.3008, -0.0927, -0.1236, -0.2771, -0.1034, -0.0847, 0.0635, 0.0515, 0.0898, 0.0974, 0.0696, 0.0669, 0.0578, 0.0920, 0.0655, 0.0890, 0.0766, 0.0846, 0.0785, 0.0646, 0.0773, 0.0742, 0.0704, 0.0724, -0.3115, 0.5387, -0.2752, -0.1190, -0.0845, -0.2962, -0.1208, -0.0788, -0.3127, -0.1298, -0.1115, 0.0925, 0.0367, 0.0721, 0.0534, 0.0903, 0.0630, 0.1168, 0.0167, 0.0854, 0.0472, 0.0766, 0.0722, 0.1022, 0.0708, 0.0607, 0.0653, 0.1033, 0.0749, 0.0582, -0.1115, -0.0927, -0.0758, -0.0547, -0.1578, 0.0942, 0.0953, 0.0997, 0.0759, 0.0869, 0.0539, -0.1573, -0.0904, -0.0799, -0.0756, -0.1754, 0.1046, 0.1015, 0.0558, 0.1036, 0.1257, 0.0736, -0.1397, -0.0551, -0.0779, -0.0604, -0.1412, 0.0804, 0.0962, 0.0757, 0.0727, 0.0641]}